1.
93
Properties=species:S:1:pos:R:3:lowdin_charge:R:1 method="wB97M-V/def2-TZVPD" total_charge=-1 lumo_ev=2.476 relative_energy_ev=1.0572 e_homo_ev=-3.31
Pd 1.27 -1.67 -0.26 0.0401
F -1.61 -7.30 3.14 0.1149
C -0.92 -6.18 2.90 -0.1472
C -0.78 -5.23 3.88 -0.1448
F -1.32 -5.43 5.08 0.1133
C -0.05 -4.08 3.61 -0.2187
F 0.11 -3.25 4.66 0.0985
C 0.52 -3.81 2.37 -0.2928
P 1.30 -2.17 1.89 0.9150
C 2.98 -2.44 2.56 -0.3486
C 3.41 -3.62 3.17 -0.0790
C 4.73 -3.75 3.60 -0.0944
C 5.62 -2.71 3.45 -0.1045
C 5.20 -1.53 2.84 -0.0876
C 3.90 -1.41 2.39 -0.1335
C 0.56 -1.07 3.16 -0.3604
C 1.27 -0.46 4.18 -0.0827
C 0.63 0.42 5.05 -0.0888
C -0.72 0.68 4.91 -0.1025
C -1.43 0.07 3.89 -0.1025
C -0.79 -0.77 3.00 -0.1184
C 0.40 -4.83 1.41 -0.5946
Br 1.24 -4.73 -0.27 0.8326
C -0.32 -5.99 1.67 -0.2760
F -0.44 -6.95 0.76 0.0640
H 2.73 -4.45 3.31 0.0979
H 5.04 -4.68 4.06 0.0956
H 6.65 -2.81 3.79 0.0928
H 5.90 -0.71 2.70 0.0993
H 3.60 -0.51 1.86 0.0855
H 2.32 -0.67 4.32 0.0973
H 1.20 0.89 5.84 0.0966
H -1.22 1.36 5.60 0.0946
H -2.49 0.28 3.76 0.1001
H -1.33 -1.21 2.17 0.1015
C 1.01 -2.39 -6.28 -0.0765
N 0.60 -2.51 -4.91 -0.1247
C -0.73 -2.17 -4.47 -0.0747
C -0.52 -2.00 -2.96 -0.5329
O -1.44 -1.79 -2.18 -0.0188
N 0.79 -2.10 -2.68 0.1031
C 1.47 -2.34 -3.84 -0.4450
N 2.77 -2.39 -3.93 0.0986
H 0.17 -2.64 -6.92 0.0824
H 1.81 -3.09 -6.51 0.0762
H 1.36 -1.38 -6.54 0.0893
H -1.47 -2.95 -4.67 0.1232
H -1.09 -1.22 -4.89 0.1233
H 3.48 -1.99 -2.81 -0.0525
H 3.08 -2.56 -4.88 0.0511
C -1.75 3.29 1.88 -0.1084
C -1.13 3.91 0.62 -0.6229
C 0.32 4.27 1.01 -0.1234
C -1.85 5.23 0.30 -0.0950
Si -1.21 2.65 -0.83 0.4498
Br 0.33 1.11 -0.28 0.5595
C -0.61 3.40 -2.49 -0.6231
C 0.66 4.24 -2.26 -0.1126
C -0.27 2.31 -3.52 -0.1098
C -1.67 4.34 -3.11 -0.0929
C -2.92 1.80 -0.97 -0.6090
C -4.07 2.80 -0.77 -0.0999
C -3.06 0.67 0.05 -0.1152
C -3.14 1.14 -2.34 -0.0987
H -1.65 4.00 2.71 0.0843
H -1.23 2.38 2.17 0.0588
H -2.81 3.06 1.77 0.0591
H 0.29 4.86 1.93 0.0813
H 0.83 4.87 0.26 0.0562
H 0.93 3.38 1.20 0.0397
H -1.83 5.87 1.19 0.0832
H -2.90 5.08 0.03 0.0632
H -1.36 5.77 -0.50 0.0597
H 1.44 3.66 -1.78 0.0769
H 0.46 5.13 -1.67 0.0564
H 1.04 4.58 -3.23 0.0817
H 0.33 1.50 -3.09 0.0466
H 0.33 2.76 -4.33 0.0800
H -1.15 1.87 -3.97 0.0604
H -1.88 5.20 -2.48 0.0630
H -2.61 3.83 -3.31 0.0557
H -1.30 4.72 -4.07 0.0849
H -4.12 3.20 0.24 0.0599
H -5.02 2.29 -0.97 0.0827
H -4.01 3.65 -1.46 0.0665
H -2.83 0.98 1.07 0.0484
H -2.40 -0.17 -0.20 0.0558
H -4.09 0.30 0.04 0.0878
H -3.20 1.86 -3.16 0.0590
H -4.10 0.60 -2.32 0.0895
H -2.38 0.39 -2.57 0.0580
N 3.80 -1.49 -1.88 0.0108
C 3.34 -1.04 -0.90 -0.1925

2.
94
Properties=species:S:1:pos:R:3:lowdin_charge:R:1 method="wB97M-V/def2-TZVPD" lumo_ev=-1.603 relative_energy_ev=0.0263 e_homo_ev=-7.06
Pb -1.10 -1.45 0.66 1.3908
Cl -6.27 -0.31 -0.35 0.6676
C -5.60 -1.37 0.88 -0.5574
C -6.53 -1.99 1.74 -0.1221
C -6.06 -2.96 2.64 -0.6667
Cl -7.20 -4.00 3.31 0.7277
C -4.69 -3.08 2.95 -0.1814
C -4.20 -4.05 3.83 -0.0083
C -2.86 -4.11 4.11 -0.0404
C -2.06 -3.25 3.42 -0.1246
N -2.51 -2.36 2.50 -0.0001
C -3.80 -2.36 2.14 -0.1757
C -4.22 -1.41 1.15 -0.4264
O -3.38 -0.73 0.49 -0.2306
H -7.60 -1.81 1.65 0.1050
H -4.93 -4.61 4.39 0.0900
H -2.47 -4.79 4.84 0.1088
H -0.99 -3.28 3.51 0.0732
C 1.01 -5.13 1.36 -0.0485
C 0.45 -4.85 0.02 -0.3770
C 0.67 -5.74 -1.08 -0.0817
C 0.22 -5.52 -2.38 -0.0752
C -0.57 -4.36 -2.56 -0.0361
C -0.79 -3.51 -1.43 -0.4354
N -0.30 -3.78 -0.12 0.0042
N -1.41 -2.31 -1.54 -0.2009
Si -2.19 -1.63 -2.99 0.4016
C -1.23 -1.37 -4.55 -0.1768
C -2.47 0.11 -2.27 -0.1867
C -3.79 -2.48 -3.37 -0.1731
H 0.18 -5.53 1.98 0.0848
H 1.43 -4.21 1.84 0.0861
H 1.69 -6.02 1.30 0.0833
H 1.49 -6.52 -0.90 0.1128
H 0.49 -6.21 -3.20 0.1122
H -0.95 -4.04 -3.48 0.0524
H -0.35 -0.72 -4.34 0.0331
H -1.87 -0.89 -5.28 0.0299
H -0.87 -2.27 -5.08 0.0231
H -1.66 0.36 -1.61 -0.0288
H -3.42 0.16 -1.69 0.0217
H -2.56 0.82 -3.09 0.0253
H -3.56 -3.53 -3.64 0.0310
H -4.32 -2.19 -4.29 0.0310
H -4.58 -2.45 -2.59 0.0353
Br 4.59 -1.53 5.45 0.7278
C 2.84 -1.00 4.95 -0.6707
C 2.52 0.35 4.98 -0.1107
C 1.30 0.65 4.37 -0.0585
C 0.37 -0.34 4.04 -0.1310
N 0.70 -1.65 4.17 0.0524
C 1.90 -2.00 4.59 -0.1869
H 3.21 1.06 5.42 0.1107
H 1.15 1.68 4.25 0.0844
H -0.56 0.00 3.55 0.0693
H 2.18 -3.04 4.81 0.1069
C 3.69 2.02 0.15 -0.1373
Si 2.56 3.30 -0.75 0.6727
C 2.73 2.77 -2.60 -0.6030
C 4.13 2.72 -3.23 -0.0893
C 2.11 1.36 -2.79 -0.0967
C 1.80 3.70 -3.41 -0.1088
C 3.01 5.04 -0.13 -0.6082
C 4.56 5.12 0.01 -0.0746
C 2.56 6.11 -1.09 -0.1143
C 2.22 5.16 1.20 -0.0793
H 4.69 2.12 -0.24 0.0201
H 3.44 0.95 -0.10 0.0467
H 3.74 2.07 1.22 0.0221
H 4.81 1.98 -2.73 0.0943
H 4.59 3.69 -3.18 0.0560
H 4.07 2.47 -4.33 0.0990
H 2.72 0.69 -2.09 0.0902
H 2.33 1.04 -3.83 0.0909
H 1.04 1.40 -2.73 0.0578
H 2.16 4.70 -3.41 0.0427
H 0.72 3.67 -2.97 0.1054
H 1.75 3.45 -4.44 0.0726
H 4.96 4.95 -0.99 0.0676
H 5.05 4.35 0.68 0.0895
H 4.74 6.13 0.40 0.0915
H 3.22 6.27 -1.97 0.0916
H 2.49 7.07 -0.57 0.0858
H 1.59 5.94 -1.59 0.0787
H 2.51 4.43 1.95 0.0820
H 1.16 5.04 0.93 0.0605
H 2.37 6.12 1.64 0.0759
O 1.00 2.69 -0.26 -0.1926
N -0.08 3.56 -0.54 0.1266
C -1.15 3.23 0.16 -0.2546
C -1.32 2.11 1.04 -0.0830
N -1.24 1.07 1.54 0.1080
C -2.25 4.14 -0.01 -0.1498
N -2.98 4.96 -0.39 0.1925

3.
89
Properties=species:S:1:pos:R:3:lowdin_charge:R:1 method="wB97M-V/def2-TZVPD" lumo_ev=0.480 relative_energy_ev=0.0000 e_homo_ev=-9.31
C 2.97 -2.04 0.29 -0.0192
C 4.05 -1.94 -0.76 -0.4514
O 4.75 -2.92 -0.99 0.0990
N 4.24 -0.72 -1.50 -0.1125
C 4.46 0.39 -0.57 -0.0592
C 3.04 -0.43 -2.30 -0.2057
C 2.81 -1.40 -3.46 -0.1495
C 1.94 -2.61 -3.12 -0.1837
C 0.45 -2.39 -3.35 -0.1335
C -0.17 -1.66 -2.18 -0.3167
N 0.01 -2.27 -0.86 0.1175
C -0.74 -1.43 0.01 -0.3769
O -0.64 -1.44 1.22 0.0995
C -1.67 -0.54 -0.84 -0.1716
C -2.98 -0.11 -0.19 -0.1053
C -2.99 1.40 0.03 -0.1541
O -4.34 1.90 -0.13 -0.0068
C -4.43 3.23 0.05 -0.3423
O -5.47 3.80 0.31 0.0664
C -1.65 -1.25 -2.20 -0.2095
C -2.69 -2.33 -2.54 -0.1622
C -3.12 -3.31 -1.44 -0.6877
C -3.27 -4.73 -2.04 -0.1217
Cl -4.71 -2.88 -0.74 0.6523
H 2.37 -2.93 0.17 0.0793
H 3.45 -2.09 1.27 0.0813
H 2.31 -1.17 0.32 0.0537
H 3.77 0.40 0.27 0.0758
H 5.47 0.35 -0.18 0.0941
H 4.35 1.33 -1.09 0.0759
H 2.18 -0.36 -1.62 0.0953
H 3.16 0.56 -2.72 0.0932
H 3.79 -1.71 -3.79 0.1196
H 2.36 -0.84 -4.28 0.1125
H 2.13 -2.98 -2.12 0.0904
H 2.24 -3.41 -3.79 0.1141
H 0.00 -3.38 -3.42 0.1143
H 0.25 -1.88 -4.29 0.1256
H 0.32 -0.69 -2.16 0.1207
H -0.33 -3.22 -0.83 0.1387
H -1.06 0.35 -1.00 0.1376
H -3.01 -0.55 0.80 0.1135
H -3.85 -0.37 -0.76 0.0832
H -2.65 1.64 1.03 0.1022
H -2.35 1.92 -0.67 0.0995
H -3.50 3.79 -0.11 0.1469
H -1.74 -0.48 -2.97 0.1520
H -3.58 -1.82 -2.89 0.1101
H -2.32 -2.89 -3.39 0.1044
H -2.40 -3.40 -0.64 0.0802
H -2.32 -5.25 -1.92 0.0768
H -4.02 -5.28 -1.49 0.0553
H -3.52 -4.67 -3.09 0.0757
F -1.07 2.83 -2.43 0.0434
C 0.06 3.46 -2.82 -0.2761
C -0.04 4.73 -3.36 -0.0129
C 1.12 5.37 -3.76 -0.0765
C 2.35 4.75 -3.61 -0.0880
C 2.42 3.48 -3.06 -0.0784
C 1.27 2.83 -2.66 -0.0138
H -1.01 5.19 -3.47 0.1198
H 1.06 6.37 -4.18 0.1071
H 3.25 5.26 -3.92 0.1038
H 3.38 2.99 -2.95 0.0959
H 1.30 1.84 -2.22 0.0935
F -2.55 2.11 2.94 0.0366
C -2.76 1.27 3.98 -0.2646
C -2.10 0.05 3.98 -0.0401
C -2.31 -0.81 5.04 -0.0678
C -3.17 -0.46 6.07 -0.0899
C -3.82 0.77 6.04 -0.0797
C -3.62 1.65 4.99 -0.0116
H -1.45 -0.21 3.16 0.0803
H -1.80 -1.77 5.06 0.1118
H -3.33 -1.14 6.90 0.1016
H -4.50 1.04 6.84 0.1053
H -4.11 2.61 4.95 0.1202
F 4.61 -0.20 2.97 0.0482
C 3.56 0.34 3.62 -0.2828
C 3.78 1.35 4.53 -0.0187
C 2.69 1.90 5.19 -0.0811
C 1.41 1.43 4.94 -0.0807
C 1.21 0.41 4.02 -0.0615
C 2.29 -0.14 3.35 -0.0055
H 4.79 1.69 4.72 0.1168
H 2.85 2.70 5.91 0.1043
H 0.56 1.87 5.46 0.1033
H 0.21 0.04 3.83 0.0612
H 2.15 -0.93 2.63 0.0901

4.
89
Properties=species:S:1:pos:R:3:lowdin_charge:R:1 method="wB97M-V/def2-TZVPD" total_charge=+3 lumo_ev=-8.188 relative_energy_ev=0.0000 e_homo_ev=-16.19
Y -0.10 0.56 -0.85 1.5898
O -1.16 0.47 -2.95 -0.1883
C -1.49 1.54 -3.91 -0.1509
C -0.25 1.97 -4.67 -0.1284
C 0.93 2.25 -3.72 -0.1278
C 0.64 3.33 -2.72 -0.2616
C 0.97 4.65 -3.01 0.0274
C 0.63 5.66 -2.12 0.0104
C -0.03 5.31 -0.95 -0.0109
C -0.31 3.98 -0.72 -0.1359
N 0.01 2.99 -1.58 0.0167
H -1.50 -0.37 -3.28 0.1272
H -1.90 2.35 -3.31 0.1180
H -2.27 1.16 -4.57 0.1430
H -0.50 2.87 -5.23 0.1421
H 0.04 1.21 -5.39 0.1334
H 1.81 2.52 -4.31 0.1387
H 1.19 1.31 -3.22 0.0696
H 1.49 4.88 -3.93 0.1380
H 0.88 6.69 -2.33 0.1359
H -0.32 6.06 -0.22 0.1297
H -0.81 3.69 0.19 0.0896
C -3.39 3.12 0.76 -0.0418
C -2.72 1.77 0.93 -0.3974
C -2.97 1.19 2.32 -0.0326
C -3.12 0.80 -0.20 -0.2740
C -4.49 0.13 -0.02 -0.0163
O -4.14 -1.26 0.20 0.0684
C -2.85 -1.42 0.01 -0.3035
N -2.17 -0.34 -0.26 -0.0195
C -2.38 -2.81 0.05 -0.1342
C -3.34 -3.80 -0.16 0.0222
C -2.98 -5.14 -0.15 -0.0143
C -1.67 -5.49 0.09 -0.0124
C -0.71 -4.51 0.33 -0.0560
C -1.04 -3.17 0.31 -0.2839
P 0.22 -1.92 0.75 1.0485
C 1.77 -2.86 0.78 -0.4360
C 2.28 -3.32 -0.44 -0.1433
C 3.49 -4.00 -0.48 -0.0585
C 4.20 -4.22 0.70 -0.0423
C 3.69 -3.76 1.91 -0.0418
C 2.48 -3.08 1.95 -0.0758
C -0.16 -1.51 2.47 -0.3843
C 0.05 -0.20 2.89 -0.1360
C -0.14 0.15 4.22 -0.0656
C -0.57 -0.80 5.13 -0.0325
C -0.82 -2.10 4.71 -0.0306
C -0.61 -2.46 3.39 -0.0610
H -3.09 3.81 1.55 0.1013
H -4.48 3.02 0.83 0.1040
H -3.17 3.58 -0.21 0.0796
H -1.61 1.91 0.84 0.0813
H -4.03 1.24 2.57 0.0993
H -2.45 1.77 3.08 0.0945
H -2.64 0.15 2.41 0.0794
H -3.09 1.34 -1.16 0.1361
H -5.12 0.18 -0.91 0.1485
H -5.05 0.47 0.84 0.1371
H -4.37 -3.52 -0.34 0.1327
H -3.73 -5.90 -0.33 0.1293
H -1.38 -6.54 0.11 0.1291
H 0.30 -4.82 0.54 0.1105
H 1.72 -3.18 -1.36 0.1103
H 3.87 -4.38 -1.41 0.1196
H 5.14 -4.76 0.67 0.1219
H 4.24 -3.94 2.83 0.1216
H 2.10 -2.73 2.90 0.1088
H 0.36 0.55 2.17 0.0473
H 0.03 1.17 4.55 0.1166
H -0.73 -0.53 6.17 0.1244
H -1.16 -2.84 5.42 0.1247
H -0.79 -3.48 3.07 0.1196
C 5.41 0.77 0.18 -0.0314
O 4.05 1.01 -0.32 -0.3332
P 2.83 0.17 0.23 0.9692
O 2.06 -0.23 -1.24 -0.5498
C 2.90 -0.60 -2.39 -0.0550
O 1.67 1.44 0.36 -0.5400
C 1.92 2.49 1.34 -0.0502
H 6.04 1.47 -0.35 0.1030
H 5.71 -0.25 -0.04 0.0918
H 5.45 0.96 1.25 0.0925
H 3.38 0.29 -2.78 0.0970
H 2.25 -1.06 -3.13 0.1031
H 3.64 -1.33 -2.07 0.0923
H 1.12 2.49 2.07 0.0868
H 1.98 3.43 0.81 0.0974
H 2.87 2.30 1.84 0.0977

5.
89
Properties=species:S:1:pos:R:3:lowdin_charge:R:1 method="wB97M-V/def2-TZVPD" lumo_ev=0.406 relative_energy_ev=0.0997 e_homo_ev=-7.01
C 1.98 3.39 1.88 -0.0635
O 3.01 2.87 1.08 -0.0629
C 3.14 1.52 0.97 -0.1822
C 2.37 0.61 1.69 0.0506
C 2.57 -0.75 1.53 -0.1445
C 1.65 -1.79 2.16 -0.1757
C 0.71 -1.24 3.22 -0.0212
C -0.26 -0.23 2.64 -0.4693
O -0.72 0.69 3.27 0.1284
O -0.65 -0.41 1.37 0.1287
C -0.27 -1.50 0.63 -0.1090
C 0.80 -2.30 1.02 -0.0450
C 1.10 -3.44 0.28 -0.2053
O 2.16 -4.19 0.72 -0.0911
C 2.47 -5.38 0.04 -0.0788
C 0.34 -3.75 -0.84 0.0545
C -0.67 -2.90 -1.26 -0.2017
O -1.41 -3.11 -2.39 -0.0787
C -1.12 -4.22 -3.20 -0.0790
C -0.98 -1.74 -0.54 -0.0558
C -1.95 -0.71 -1.06 -0.1979
C -3.26 -0.73 -0.26 -0.1291
C -4.41 -0.09 -1.04 -0.2001
N -5.48 0.35 -0.17 -0.1746
C -6.41 1.24 -0.85 -0.1746
C -7.44 1.74 0.16 -0.2009
O -8.15 0.68 0.75 -0.1351
C -7.26 -0.20 1.39 -0.1984
C -6.21 -0.75 0.42 -0.1697
C -1.23 0.63 -1.09 -0.1920
C -1.71 1.80 -0.52 -0.0282
C -0.98 2.97 -0.57 -0.0212
C 0.29 3.03 -1.17 -0.2511
N 1.02 4.19 -1.18 -0.1939
C 2.30 4.23 -1.86 -0.0610
C 0.36 5.45 -0.91 -0.0749
C 0.78 1.84 -1.72 -0.0069
C 0.03 0.68 -1.68 -0.0175
C 3.56 -1.20 0.67 0.0372
C 4.32 -0.31 -0.07 -0.1776
O 5.29 -0.69 -0.95 -0.0804
C 5.48 -2.06 -1.19 -0.0775
C 4.10 1.07 0.07 -0.1437
O 4.76 2.00 -0.71 -0.0917
C 6.15 2.12 -0.47 -0.0637
H 2.13 3.15 2.94 0.1015
H 1.00 3.03 1.56 0.0902
H 2.03 4.47 1.75 0.0940
H 1.64 0.98 2.38 0.0959
H 2.26 -2.60 2.57 0.1540
H 1.24 -0.77 4.05 0.1391
H 0.11 -2.06 3.63 0.1459
H 3.32 -5.81 0.58 0.0958
H 1.64 -6.09 0.07 0.0986
H 2.76 -5.19 -1.00 0.0956
H 0.55 -4.65 -1.40 0.0918
H -1.81 -4.16 -4.04 0.0959
H -0.10 -4.20 -3.57 0.0981
H -1.29 -5.17 -2.66 0.0969
H -2.19 -0.99 -2.09 0.1490
H -3.50 -1.77 -0.03 0.1194
H -3.12 -0.20 0.68 0.1183
H -4.03 0.79 -1.57 0.1154
H -4.77 -0.80 -1.81 0.1315
H -5.86 2.08 -1.26 0.1239
H -6.93 0.72 -1.67 0.1298
H -8.18 2.37 -0.33 0.1236
H -6.92 2.33 0.94 0.1261
H -7.86 -1.00 1.81 0.1240
H -6.74 0.33 2.21 0.1274
H -5.52 -1.39 0.97 0.1182
H -6.72 -1.35 -0.35 0.1316
H -2.67 1.82 -0.03 0.1119
H -1.41 3.85 -0.12 0.0959
H 2.97 3.48 -1.45 0.0647
H 2.20 4.07 -2.94 0.0941
H 2.76 5.20 -1.69 0.0851
H 0.04 5.50 0.13 0.0791
H 1.05 6.27 -1.09 0.0806
H -0.52 5.59 -1.55 0.0925
H 1.75 1.81 -2.18 0.1010
H 0.44 -0.22 -2.13 0.1247
H 3.70 -2.26 0.57 0.1027
H 6.26 -2.12 -1.95 0.0953
H 4.57 -2.53 -1.56 0.0944
H 5.82 -2.58 -0.29 0.0981
H 6.34 2.41 0.57 0.0989
H 6.67 1.18 -0.68 0.0828
H 6.50 2.90 -1.14 0.0926